A cluster of 2 separate species, C2H7OS in total in a non-equilibrium geometry, computed with ωB97M-V/def2-TZVPD.

Last column: Löwdin charge in e.
Positions of all 11 atoms, in Å:
1 C -1.051 -1.325 -1.377  -0.76
2 S -1.458 0.351 -0.762  -0.01
3 H -1.700 -2.074 -0.894  -0.03
4 H -0.062 -1.722 -0.992  -0.02
5 H -1.099 -1.362 -2.482  -0.02
6 H 1.024 -0.557 1.686  0.04
7 C 2.064 0.737 0.784  -0.12
8 O 1.593 0.111 2.072  -0.19
9 H 1.135 0.841 0.228  -0.01
10 H 2.592 -0.069 0.277  0.06
11 H 2.653 1.606 1.031  0.06

Output
Total charge   -1
Calculated total energy   -553.81504 a.u.
E_HOMO   -2.29 eV
Energy above the lowest of the compared OMol25 structures with the same formula, charge and spin   30.7 kcal/mol
Molar mass   79.14 u
Strongest force on any atom   2.9 eV/A
Orbital gap   6.4 eV

A structure of composition C51H53N5P2PdSi, computed with ωB97M-V/def2-TZVPD.

Last column: Löwdin charge in e.
Positions of all 113 atoms, in Å:
1 Pd 0.237 0.043 0.003  0.09
2 C -0.073 -3.824 0.256  -0.25
3 Si -0.754 -2.028 0.169  0.51
4 C -1.734 -2.172 -1.508  -0.27
5 C -2.705 -3.150 -1.768  -0.11
6 C -3.232 -3.364 -3.030  -0.11
7 C -2.765 -2.612 -4.105  -0.11
8 C -1.817 -1.630 -3.878  -0.13
9 C -1.338 -1.370 -2.590  -0.36
10 P -0.116 0.003 -2.306  0.97
11 C -0.841 1.427 -3.242  -0.34
12 C -0.084 2.598 -3.161  -0.13
13 C -0.506 3.778 -3.754  -0.09
14 C -1.713 3.815 -4.439  -0.12
15 C -2.491 2.667 -4.509  -0.11
16 C -2.061 1.489 -3.912  -0.10
17 C 1.169 -0.573 -3.495  -0.34
18 C 1.842 -1.749 -3.146  -0.12
19 C 2.854 -2.254 -3.945  -0.10
20 C 3.226 -1.590 -5.110  -0.13
21 C 2.574 -0.418 -5.460  -0.11
22 C 1.554 0.087 -4.659  -0.09
23 C -2.076 -2.059 1.574  -0.30
24 C -3.015 -3.064 1.820  -0.11
25 C -3.917 -2.999 2.874  -0.12
26 C -3.899 -1.895 3.714  -0.11
27 C -2.951 -0.898 3.520  -0.10
28 C -2.025 -0.978 2.478  -0.37
29 P -0.663 0.288 2.275  0.98
30 C 0.752 -0.571 3.111  -0.38
31 C 0.705 -1.843 3.675  -0.09
32 C 1.803 -2.376 4.342  -0.10
33 C 2.965 -1.632 4.493  -0.12
34 C 3.019 -0.352 3.949  -0.12
35 C 1.935 0.161 3.254  -0.13
36 C -1.032 1.382 3.794  -0.34
37 C -0.797 1.067 5.134  -0.11
38 C -0.917 2.026 6.131  -0.11
39 C -1.279 3.329 5.804  -0.13
40 C -1.510 3.662 4.477  -0.09
41 C -1.374 2.698 3.482  -0.09
42 H -0.831 -4.594 0.056  0.00
43 H 0.351 -4.012 1.249  0.00
44 H 0.731 -3.956 -0.477  0.00
45 H -3.050 -3.781 -0.954  0.07
46 H -3.983 -4.132 -3.185  0.09
47 H -3.134 -2.794 -5.109  0.09
48 H -1.437 -1.057 -4.718  0.10
49 H 0.834 2.592 -2.583  0.10
50 H 0.092 4.674 -3.640  0.10
51 H -2.064 4.740 -4.883  0.09
52 H -3.453 2.691 -5.007  0.09
53 H -2.704 0.619 -3.952  0.08
54 H 1.573 -2.255 -2.224  0.08
55 H 3.361 -3.166 -3.649  0.09
56 H 4.017 -1.986 -5.737  0.08
57 H 2.851 0.114 -6.364  0.09
58 H 1.051 1.002 -4.947  0.09
59 H -3.042 -3.935 1.171  0.08
60 H -4.629 -3.802 3.037  0.08
61 H -4.605 -1.812 4.532  0.09
62 H -2.940 -0.054 4.196  0.08
63 H -0.199 -2.434 3.578  0.10
64 H 1.744 -3.377 4.755  0.09
65 H 3.813 -2.037 5.033  0.08
66 H 3.906 0.259 4.091  0.08
67 H 1.983 1.161 2.830  0.10
68 H -0.517 0.053 5.403  0.10
69 H -0.720 1.758 7.164  0.09
70 H -1.365 4.082 6.581  0.08
71 H -1.775 4.676 4.198  0.10
72 H -1.504 2.979 2.444  0.07
73 N 4.389 1.497 1.442  0.18
74 C 4.867 1.799 0.216  -0.56
75 N 5.749 2.852 0.166  0.13
76 N 4.541 1.207 -0.898  0.11
77 C 3.742 0.150 -0.672  -0.35
78 N 3.002 -0.695 -0.401  0.15
79 H 4.987 1.681 2.229  0.10
80 H 3.811 0.668 1.530  0.06
81 H 5.494 3.619 0.769  0.09
82 H 5.906 3.146 -0.786  0.09
83 C -1.468 7.235 0.584  -0.09
84 C -0.938 5.833 0.386  -0.33
85 C 0.436 5.621 0.354  -0.09
86 C 0.899 4.297 0.190  -0.32
87 C 2.378 4.008 0.189  -0.08
88 C 0.019 3.260 0.036  -0.06
89 C -1.420 3.426 0.017  -0.35
90 C -1.840 4.787 0.240  -0.03
91 N -2.143 2.337 -0.180  0.06
92 C -3.600 2.344 -0.209  -0.63
93 C -4.202 2.571 1.190  -0.06
94 C -4.220 3.338 -1.226  -0.06
95 C -3.992 0.920 -0.636  -0.06
96 H -0.650 7.942 0.741  0.06
97 H -2.134 7.289 1.450  0.06
98 H -2.044 7.571 -0.284  0.07
99 H 1.131 6.448 0.474  0.08
100 H 2.904 4.593 -0.576  0.07
101 H 2.549 2.954 -0.015  0.04
102 H 2.831 4.251 1.157  0.07
103 H 0.418 2.226 -0.073  0.03
104 H -2.895 5.020 0.281  0.08
105 H -3.996 3.577 1.563  0.06
106 H -3.769 1.854 1.890  0.06
107 H -5.290 2.427 1.181  0.07
108 H -4.637 4.229 -0.751  0.06
109 H -5.032 2.861 -1.788  0.06
110 H -3.463 3.662 -1.940  0.06
111 H -3.471 0.194 -0.007  0.06
112 H -3.681 0.742 -1.668  0.06
113 H -5.075 0.761 -0.560  0.07

Output
Total charge   -2
Calculated total energy   -3349.11999 a.u.
E_HOMO   0.52 eV
Energy above the lowest of the compared OMol25 structures with the same formula, charge and spin   0.0 kcal/mol
Molar mass   932.47 u
Strongest force on any atom   0.9 eV/A
Orbital gap   3.6 eV

A structure of composition C21H37AsCrN2O10SSi4 in a non-equilibrium geometry, computed with ωB97M-V/def2-TZVPD.

Last column: Löwdin charge in e.
Positions of all 77 atoms, in Å:
1 Cr -0.799 -0.499 -1.385  0.82
2 C -1.819 -3.825 -2.303  0.02
3 C -0.734 -3.101 -2.984  -0.29
4 N -0.172 -1.986 -2.547  0.06
5 C 0.742 -1.601 -3.482  -0.09
6 C 0.754 -2.515 -4.517  -0.06
7 N -0.187 -3.455 -4.167  0.20
8 C 1.518 -2.592 -5.770  -0.49
9 O 2.400 -1.631 -5.975  0.12
10 O 1.335 -3.502 -6.553  0.08
11 C 1.309 -0.257 -3.295  -0.52
12 O 2.218 0.146 -4.047  0.04
13 O 0.751 0.393 -2.363  -0.08
14 H -1.627 -3.831 -1.233  0.09
15 H -1.924 -4.835 -2.687  0.09
16 H -2.765 -3.282 -2.435  0.05
17 H -0.431 -4.230 -4.766  0.18
18 H 2.396 -0.911 -5.255  0.08
19 O -2.024 -0.224 -2.874  -0.45
20 As -4.034 -0.751 -1.562  1.19
21 O -4.518 -2.147 -2.221  -0.60
22 O -2.264 -1.506 -0.367  -0.61
23 C -4.786 -0.870 0.307  -0.34
24 C -6.102 -1.147 0.650  -0.10
25 C -6.484 -1.171 1.982  -0.10
26 C -5.568 -0.865 2.977  -0.09
27 C -4.258 -0.563 2.640  -0.08
28 C -3.885 -0.563 1.309  -0.33
29 S -2.126 -0.469 0.801  0.88
30 O -1.672 0.922 2.796  -0.25
31 O -1.971 0.789 -0.016  -0.53
32 O 0.319 -0.478 0.187  -0.62
33 H -2.187 0.678 -3.164  0.00
34 H -6.804 -1.379 -0.140  0.10
35 H -7.498 -1.443 2.250  0.10
36 H -5.873 -0.872 4.015  0.10
37 H -3.530 -0.331 3.400  0.09
38 C 0.680 3.350 -1.643  -0.20
39 Si 0.441 2.914 0.210  0.52
40 C -1.294 3.633 0.671  -0.21
41 C 1.625 4.124 1.149  -0.22
42 Si 1.194 0.707 0.787  0.29
43 Si 1.014 0.108 3.073  0.57
44 C 1.798 1.256 4.400  -0.22
45 C -0.848 0.090 3.619  -0.33
46 C 1.674 -1.634 3.558  -0.20
47 Si 3.449 0.438 0.162  0.49
48 C 4.034 -1.395 0.256  -0.20
49 C 4.473 1.356 1.510  -0.22
50 C 4.102 1.199 -1.467  -0.20
51 H 0.355 4.362 -1.882  0.03
52 H 0.109 2.658 -2.255  0.01
53 H 1.719 3.254 -1.944  0.02
54 H -1.435 4.619 0.230  0.03
55 H -1.436 3.740 1.744  0.02
56 H -2.081 2.986 0.299  0.00
57 H 1.380 5.152 0.906  0.02
58 H 2.661 3.964 0.873  0.00
59 H 1.554 4.017 2.228  0.01
60 H 1.429 2.274 4.335  0.01
61 H 2.876 1.297 4.297  0.00
62 H 1.578 0.890 5.398  0.02
63 H -1.140 1.600 2.364  0.02
64 H -0.985 0.411 4.660  0.08
65 H -1.261 -0.918 3.535  0.07
66 H 2.760 -1.640 3.568  0.01
67 H 1.354 -2.374 2.831  0.02
68 H 1.334 -1.959 4.538  0.02
69 H 4.038 -1.744 1.285  0.01
70 H 5.032 -1.550 -0.148  0.02
71 H 3.349 -2.029 -0.300  0.01
72 H 4.275 0.971 2.505  0.00
73 H 4.239 2.416 1.523  0.00
74 H 5.539 1.261 1.327  0.02
75 H 3.526 0.881 -2.331  -0.01
76 H 5.143 0.932 -1.648  0.03
77 H 4.046 2.284 -1.426  0.02

Output
Total charge   -1
Calculated total energy   -6521.04121 a.u.
E_HOMO (spin up / spin down)   -4.89 / -4.95 eV
Energy above the lowest of the compared OMol25 structures with the same formula, charge and spin   54.8 kcal/mol
Expectation value of S²   3.7695
Spin multiplicity   4
Molar mass   748.86 u
Strongest force on any atom   2.7 eV/A
Orbital gap (spin up / spin down)   7.4 / 7.4 eV

A structure of composition C3H5LuO3 in a non-equilibrium geometry, computed with ωB97M-V/def2-TZVPD.

Last column: Löwdin charge in e.
Positions of all 12 atoms, in Å:
1 H -1.957 1.141 1.088  0.13
2 O 1.589 0.322 -0.428  -0.08
3 C 1.088 -0.849 -0.403  -0.75
4 C -0.936 0.775 0.750  -0.06
5 O 1.818 -1.816 -0.031  -0.07
6 O -0.172 -1.072 -0.653  0.11
7 C -1.107 0.028 -0.556  -0.15
8 Lu 3.682 -0.559 0.098  2.40
9 H -0.349 1.692 0.621  0.08
10 H -0.610 0.104 1.555  0.10
11 H -0.958 0.683 -1.421  0.14
12 H -2.090 -0.449 -0.620  0.15

Output
Total charge   +2
Calculated total energy   -1577.84602 a.u.
E_HOMO   -18.52 eV
Energy above the lowest of the compared OMol25 structures with the same formula, charge and spin   0.0 kcal/mol
Molar mass   264.04 u
Strongest force on any atom   5.1 eV/A
Orbital gap   6.0 eV

A structure of composition C23H20ClIIrP in a non-equilibrium geometry, computed with ωB97M-V/def2-TZVPD.

Last column: Löwdin charge in e.
Positions of all 47 atoms, in Å:
1 C 1.805 2.207 3.774  -0.29
2 C 1.926 1.844 2.384  -0.26
3 C 1.015 2.633 1.630  -0.23
4 H 2.619 1.144 1.927  0.10
5 C 0.316 3.492 2.543  -0.24
6 C 0.825 3.255 3.883  -0.23
7 H 0.600 3.839 4.785  0.13
8 H 2.421 1.828 4.582  0.12
9 H 0.929 2.625 0.544  0.10
10 H -0.406 4.241 2.232  0.12
11 Ir -0.090 1.465 3.209  0.80
12 Cl -2.039 0.983 2.172  -0.01
13 P -0.353 -0.410 -0.156  1.13
14 C -0.371 0.880 -1.404  -0.37
15 C 0.420 0.807 -2.568  -0.07
16 H 1.163 0.016 -2.673  0.11
17 C 0.234 1.759 -3.570  -0.06
18 H 0.830 1.684 -4.476  0.11
19 C -0.689 2.801 -3.427  -0.05
20 H -0.850 3.505 -4.249  0.12
21 C -1.374 2.940 -2.214  -0.06
22 H -2.046 3.787 -2.076  0.12
23 C -1.195 2.015 -1.187  -0.10
24 H -1.691 2.154 -0.221  0.06
25 C 1.198 -1.313 -0.267  -0.36
26 C 2.390 -0.564 -0.404  -0.11
27 H 2.361 0.529 -0.453  0.11
28 C 3.610 -1.233 -0.493  -0.06
29 H 4.533 -0.660 -0.599  0.12
30 C 3.664 -2.631 -0.430  -0.04
31 H 4.620 -3.157 -0.519  0.12
32 C 2.486 -3.359 -0.204  -0.05
33 H 2.528 -4.445 -0.112  0.12
34 C 1.264 -2.710 -0.052  -0.07
35 H 0.361 -3.254 0.233  0.11
36 C -1.756 -1.508 -0.370  -0.36
37 C -2.307 -1.738 -1.647  -0.06
38 H -1.906 -1.193 -2.502  0.11
39 C -3.344 -2.670 -1.766  -0.06
40 H -3.720 -2.901 -2.766  0.12
41 C -3.906 -3.286 -0.637  -0.05
42 H -4.715 -4.007 -0.768  0.12
43 C -3.432 -2.965 0.642  -0.06
44 H -3.910 -3.403 1.521  0.12
45 C -2.350 -2.098 0.784  -0.12
46 H -1.965 -1.853 1.777  0.01
47 I 0.296 -1.076 3.588  0.29

Output
Total charge   +1
Calculated total energy   -2091.62864 a.u.
E_HOMO (spin up / spin down)   -8.89 / -11.70 eV
Expectation value of S²   8.7772
Spin multiplicity   6
Molar mass   681.96 u
Strongest force on any atom   6.2 eV/A
Orbital gap (spin up / spin down)   6.3 / 6.1 eV

Question: Which of these has the highest molar mass?
Answer: C51H53N5P2PdSi